1.
Molecular formula: C2H10O4
Method: DFT, ωB97M-V/def2-TZVPD

Results
ΔE to the lowest compared entry with this formula, charge and spin: 8.0 kcal per mole
Largest force on an atom: 0.019 hartree/bohr
Gap between HOMO and LUMO: 11.265 eV
Highest occupied orbital energy: -10.512 eV
SMILES: CC=O.O.O.O
Spin multiplicity: 1

Each line ends with the Löwdin charge.
Cartesian coordinates (Å):
C -0.945 0.533 -1.708  -0.040
C -0.003 1.702 -1.622  -0.293
O 1.203 1.659 -1.649  0.028
H -0.514 -0.277 -2.278  0.085
H -1.303 0.264 -0.710  0.081
H -1.825 0.922 -2.221  0.077
H -0.500 2.697 -1.575  0.122
O 2.813 0.138 0.342  -0.064
H 2.477 0.678 -0.391  0.003
H 3.728 0.430 0.418  0.043
O 0.256 -0.579 1.567  -0.062
H 0.687 -0.545 0.705  0.007
H 0.710 -1.305 2.011  0.050
O -2.218 -2.519 2.323  -0.075
H -2.818 -2.016 2.891  0.035
H -1.749 -1.781 1.897  0.002

2.
Molecular formula: C2H10O4
Method: DFT, ωB97M-V/def2-TZVPD

Results
ΔE to the lowest compared entry with this formula, charge and spin: 50.7 kcal per mole
Largest force on an atom: 0.072 hartree/bohr
Gap between HOMO and LUMO: 8.617 eV
Highest occupied orbital energy: -8.574 eV
SMILES: C=CO.O.O.O
Spin multiplicity: 1

Each line ends with the Löwdin charge.
Cartesian coordinates (Å):
C -0.982 2.406 -0.213  -0.024
C -0.142 1.337 -0.045  -0.346
O 0.367 1.000 1.174  -0.024
H -1.237 2.733 -1.267  0.068
H -1.324 2.830 0.787  0.078
H -0.255 0.502 -0.934  0.135
H 0.844 0.132 1.079  0.080
O 2.846 -1.055 1.153  -0.054
H 2.218 -1.564 0.671  -0.029
H 3.603 -1.501 0.694  0.071
O -2.772 -0.678 -0.181  -0.156
H -3.266 -0.153 0.597  0.110
H -1.788 -0.483 -0.014  0.010
O 0.585 -1.660 -0.821  -0.081
H 1.214 -1.383 -1.499  0.056
H 0.088 -2.463 -1.180  0.105

3.
Molecular formula: C2H10O4
Method: DFT, ωB97M-V/def2-TZVPD

Results
ΔE to the lowest compared entry with this formula, charge and spin: 25.7 kcal per mole
Largest force on an atom: 0.073 hartree/bohr
Gap between HOMO and LUMO (spin up / spin down): 9.602 / 5.879 eV
Highest occupied orbital energy (spin up / spin down): -14.848 / -14.841 eV
Total charge: +1
Spin multiplicity: 2
Expectation value of S²: 0.7573

Each line ends with the Löwdin spin population.
Cartesian coordinates (Å):
C -0.713 -2.194 1.680  0.471
C 0.368 -1.892 0.930  0.220
O 0.608 -0.604 0.821  0.262
H -1.120 -3.213 1.629  0.023
H -1.158 -1.515 2.475  0.013
H 1.010 -2.548 0.383  0.005
H 0.715 -0.328 -0.088  0.006
H 1.401 1.084 -1.477  0.000
H 2.748 0.465 -2.009  0.000
O 2.031 0.286 -1.443  0.001
H -2.541 1.148 0.803  0.000
H -1.260 0.656 0.813  0.000
O -1.736 1.502 0.518  0.000
H -0.215 2.417 -2.501  0.000
H -0.370 2.384 -0.872  0.000
O 0.231 2.352 -1.662  0.000

4.
Molecular formula: C2H11N2
Method: DFT, ωB97M-V/def2-TZVPD

Results
ΔE to the lowest compared entry with this formula, charge and spin: 15.6 kcal per mole
Largest force on an atom: 0.061 hartree/bohr
Gap between HOMO and LUMO: 12.353 eV
Highest occupied orbital energy: -15.565 eV
Total charge: +1
Spin multiplicity: 1

Each line ends with the Löwdin charge.
Cartesian coordinates (Å):
N -2.127 1.176 -0.873  0.066
H -2.293 1.955 -1.507  0.082
H -2.683 1.387 -0.049  0.082
H -0.763 0.821 -0.333  0.069
H -2.511 0.394 -1.394  0.080
C 1.759 -1.209 0.911  -0.082
C 0.500 -0.851 0.123  -0.207
N 0.347 0.646 -0.101  0.087
H 2.697 -0.815 0.551  0.081
H 1.616 -2.303 0.939  0.094
H 1.628 -1.098 2.007  0.092
H -0.307 -1.163 0.748  0.116
H 0.623 -1.175 -0.911  0.130
H 0.560 1.214 0.726  0.153
H 0.955 1.021 -0.838  0.157

5.
Molecular formula: C2H11N2
Method: DFT, ωB97M-V/def2-TZVPD

Results
ΔE to the lowest compared entry with this formula, charge and spin: 13.8 kcal per mole
Largest force on an atom: 0.043 hartree/bohr
Gap between HOMO and LUMO: 11.925 eV
Highest occupied orbital energy: -15.057 eV
Total charge: +1
Spin multiplicity: 1

Each line ends with the Löwdin charge.
Cartesian coordinates (Å):
N -1.389 1.506 1.286  0.041
H -2.327 1.179 1.197  0.038
H -0.138 0.319 0.389  0.079
H -1.121 1.446 2.265  0.051
H -1.268 2.473 1.014  0.048
C 0.646 0.253 -1.512  0.036
N 0.633 -0.235 -0.042  -0.053
C 0.399 -1.740 0.061  0.014
H -0.083 -0.380 -1.994  0.091
H 1.648 0.125 -1.907  0.102
H 0.401 1.306 -1.408  0.096
H 1.467 -0.049 0.512  0.165
H 1.397 -2.163 0.071  0.102
H -0.211 -1.953 0.929  0.101
H -0.054 -2.086 -0.861  0.089

6.
Molecular formula: C2H11N2O
Method: DFT, ωB97M-V/def2-TZVPD

Results
ΔE to the lowest compared entry with this formula, charge and spin: 25.7 kcal per mole
Largest force on an atom: 0.038 hartree/bohr
Gap between HOMO and LUMO: 11.672 eV
Highest occupied orbital energy: -14.921 eV
Total charge: +1
Spin multiplicity: 1

Each line ends with the Löwdin charge.
Cartesian coordinates (Å):
C 1.627 1.603 1.432  -0.028
N 0.595 0.977 0.540  0.061
H 1.137 2.308 2.106  0.091
H 2.139 0.911 2.103  0.098
H 2.274 2.221 0.745  0.115
H 0.450 1.427 -0.375  0.149
H -0.358 1.165 0.867  0.139
H 0.784 -0.092 0.297  0.108
N 0.408 -1.382 -0.622  0.002
C -1.074 -1.323 -0.652  -0.247
O -1.682 -0.008 -0.670  -0.067
H 0.709 -2.338 -0.434  0.117
H 0.718 -1.179 -1.569  0.107
H -1.319 -1.838 -1.567  0.122
H -1.593 -1.690 0.228  0.134
H -1.781 0.273 -1.588  0.099